# 1
The following is a DFT calculation (ωB97M-V/def2-TZVPD) of a 2-piece molecular cluster, C5H8O2 overall.

Geometry as XYZ:
```
15
Properties=species:S:1:pos:R:3:forces:R:3
C -0.8414 0.4475 -0.9236 0.0 -0.2 -0.1
C -0.1732 -0.6868 -1.1258 -0.2 0.1 -0.1
O 1.0405 -0.9965 -0.5776 0.0 0.0 0.0
C 1.5642 -0.0097 0.2677 0.2 0.1 0.0
C 0.9071 0.2188 1.6016 0.0 0.0 0.2
C 0.8026 1.2528 0.5125 0.2 0.1 0.0
O -0.4254 1.4753 -0.1223 0.0 0.0 0.0
H -1.8027 0.6426 -1.3811 0.2 -0.1 0.0
H -0.5633 -1.4868 -1.7407 0.0 0.2 0.0
H 2.6450 0.0368 0.1786 -0.2 0.0 0.0
H 0.0108 -0.3711 1.7795 0.1 0.1 -0.1
H 1.5143 0.4190 2.4794 -0.1 0.0 -0.2
H 1.3516 2.1838 0.6111 -0.1 -0.2 0.0
H -3.2806 -1.8297 -0.9544 -0.1 0.0 0.0
H -2.8142 -1.3518 -0.6292 -0.1 -0.1 0.0
```
Positions in Å, forces in eV/Å.

Calculated values
HOMO = -0.30055 hartree
Maximum force = 0.005 Eh/bohr
HOMO-LUMO gap = 9.2 eV
ΔE to the lowest compared entry with this formula, charge and spin = 337.2 kJ/mol
LUMO = 1.05 eV
Total energy = -345.67654 hartree
SMILES = C1=CO[C@@H]2C[C@@H]2O1.[H][H]
2S+1 = 1
Charge = 0

Results of the natural (NBO) charge analysis, in e, for atoms 1 through 6: 0.02 0.02 -0.48 0.06 -0.48 0.06

# 2
The following is a DFT calculation (ωB97M-V/def2-TZVPD) of an isolated molecule of C5H8O2.

Geometry as XYZ:
```
15
Properties=species:S:1:pos:R:3:forces:R:3
C 1.4760 -2.0511 0.2873 -0.1 0.4 0.0
C 1.1096 -0.9251 0.5035 0.2 -0.5 -0.1
C 0.5960 0.4233 0.7991 0.2 0.1 -0.1
O -0.4397 0.3589 1.7765 -0.1 -0.2 0.3
C 0.0004 1.1238 -0.4269 0.0 0.1 -0.1
C -0.8386 0.2222 -1.3225 0.3 0.1 -0.2
O -2.0086 -0.2468 -0.6917 -0.2 -0.1 0.4
H 1.7882 -3.0476 0.0659 0.0 0.1 0.1
H 1.4273 1.0304 1.1831 -0.1 -0.1 0.0
H -0.1216 -0.1599 2.5280 -0.1 0.1 -0.1
H -0.6163 1.9528 -0.0608 0.1 -0.1 0.0
H 0.8137 1.5666 -1.0080 0.0 -0.1 0.0
H -1.1553 0.7818 -2.2106 0.0 -0.1 0.2
H -0.2251 -0.6236 -1.6681 -0.1 0.1 0.0
H -1.8063 -0.4055 0.2450 -0.1 0.0 -0.3
```
Positions in Å, forces in eV/Å.

Calculated values
HOMO = -0.36665 hartree
Maximum force = 0.010 Eh/bohr
HOMO-LUMO gap = 10.7 eV
ΔE to the lowest compared entry with this formula, charge and spin = 237.1 kJ/mol
LUMO = 0.73 eV
Total energy = -345.71466 hartree
SMILES = C#C[C@H](O)CCO
2S+1 = 1
Charge = 0

Results of the natural (NBO) charge analysis, in e, for atoms 1 through 6: -0.22 -0.05 0.02 -0.72 -0.43 -0.06

# 3
The following is a DFT calculation (ωB97M-V/def2-TZVPD) of an isolated molecule of C5H8O2.

Geometry as XYZ:
```
15
Properties=species:S:1:pos:R:3:forces:R:3
O -2.6220 -1.8865 0.5028 0.0 1.0 -0.2
C -2.3725 -0.7678 0.2661 -0.2 -0.6 0.1
C -2.0360 0.4766 -0.0024 -0.1 -0.1 0.1
C -0.5652 0.8482 -0.0983 0.1 0.0 0.0
C 0.2680 -0.4194 0.1202 0.0 -0.1 0.0
C 1.7443 -0.4285 -0.2382 -0.2 -0.3 -0.2
O 2.5539 0.4057 0.5664 0.0 0.3 0.0
H -2.8416 1.1883 -0.1421 0.1 -0.1 0.0
H -0.3265 1.6103 0.6560 0.0 -0.2 -0.1
H -0.3594 1.2988 -1.0803 0.0 -0.2 0.1
H 0.1617 -0.7219 1.1694 0.0 0.0 -0.1
H -0.1770 -1.2160 -0.4902 0.1 0.0 0.1
H 2.0990 -1.4529 -0.0761 0.0 0.2 -0.1
H 1.8759 -0.2098 -1.3090 0.0 0.0 0.2
H 2.5973 1.2749 0.1555 0.0 0.0 0.1
```
Positions in Å, forces in eV/Å.

Calculated values
HOMO = -0.32692 hartree
Maximum force = 0.019 Eh/bohr
HOMO-LUMO gap = 9.6 eV
ΔE to the lowest compared entry with this formula, charge and spin = 142.2 kJ/mol
LUMO = 0.74 eV
Total energy = -345.75079 hartree
SMILES = O=C=CCCCO
2S+1 = 1
Charge = 0

Results of the natural (NBO) charge analysis, in e, for atoms 1 through 6: -0.47 0.71 -0.55 -0.39 -0.43 -0.06

# 4
The following is a DFT calculation (ωB97M-V/def2-TZVPD) of an isolated molecule of C5H8O2.

Geometry as XYZ:
```
15
Properties=species:S:1:pos:R:3:forces:R:3
C 1.7523 -0.6593 1.0106 0.0 -0.1 0.0
C 0.6203 -0.3573 0.0683 0.0 -0.1 -0.2
C 0.5780 -0.6093 -1.2509 0.1 0.1 0.1
C -0.6750 0.1047 0.4943 0.1 0.1 -0.1
O -1.1553 -0.4259 1.5932 -0.1 0.2 -0.1
C -1.4382 1.2001 -0.2257 -0.1 -0.4 0.5
O -1.0930 1.6002 -1.3915 -0.1 0.1 -0.2
H 2.6825 -0.7403 0.4404 -0.2 -0.1 0.1
H 1.6057 -1.5827 1.5787 0.0 0.1 -0.1
H 1.8780 0.1589 1.7286 -0.1 -0.1 -0.1
H -0.2385 -0.1867 -1.8401 0.1 -0.1 0.0
H 1.3369 -1.2211 -1.7321 0.1 0.2 0.0
H -2.0870 -0.1492 1.6932 0.2 0.0 0.1
H -2.5314 0.9698 -0.0268 0.1 0.1 0.0
H -1.1961 1.9088 0.6678 0.0 0.0 -0.1
```
Positions in Å, forces in eV/Å.

Calculated values
HOMO = -0.29201 hartree
Maximum force = 0.013 Eh/bohr
HOMO-LUMO gap = 7.7 eV
ΔE to the lowest compared entry with this formula, charge and spin = 363.2 kJ/mol
LUMO = -0.29 eV
Total energy = -345.66663 hartree
2S+1 = 1
Charge = 0

Results of the natural (NBO) charge analysis, in e, for atoms 1 through 6: -0.64 -0.15 -0.23 0.55 -0.61 -0.07